Record 1
Here is one molecule with the formula C5H6O from the Open Molecules 2025 dataset. Energies are from wB97M-V/def2-TZVPD.

Bonds (Å) are listed after each position.
Geometry (Å):
1 C -1.77760 0.39146 -0.22202  C2 1.534, H7 1.093, H8 1.094, H9 1.093
2 C -0.99909 -0.93082 -0.21763  C1 1.534, C3 1.464, H10 1.096, H11 1.096
3 C 0.41032 -0.63179 0.03969  C2 1.464, C4 1.208
4 C 1.51176 -0.17697 0.24013  C3 1.208, C5 1.450
5 C 2.75681 0.53932 0.43699  C4 1.450, O6 1.211, H12 1.103
6 O 2.79501 1.65479 0.90815  C5 1.211
7 H -1.74475 0.85384 0.76830  C1 1.093
8 H -1.31482 1.09118 -0.92382  C1 1.094
9 H -2.82166 0.24149 -0.50956  C1 1.093
10 H -1.10302 -1.44439 -1.18084  C2 1.096
11 H -1.38942 -1.61173 0.54785  C2 1.096
12 H 3.67646 0.02361 0.11276  C5 1.103

Computed properties:
Structure (SMILES): CCC#CC=O
Kohn-Sham gap in hartree: 0.3908
HOMO in Ha: -0.3784

---

Record 2
Here is one molecule with the formula C5H6O from the Open Molecules 2025 dataset. Energies are from wB97M-V/def2-TZVPD.

Bonds (Å) are listed after each position.
Geometry (Å):
1 C 0.20298 0.71054 2.61386  C2 1.461, H7 1.094, H8 1.093, H9 1.094
2 C 0.12677 0.25217 1.22852  C1 1.461, C3 1.205
3 C 0.12415 -0.08306 0.07077  C2 1.205, C4 1.448
4 C 0.32694 -0.38319 -1.33104  C3 1.448, C5 1.466, O6 1.422, H10 1.090
5 C -0.30949 -1.49838 -2.03902  C4 1.466, O6 1.415, H11 1.088, H12 1.090
6 O -0.74254 -0.16633 -2.24329  C4 1.422, C5 1.415
7 H 0.44571 1.77754 2.63595  C1 1.094
8 H -0.73711 0.56455 3.15242  C1 1.093
9 H 0.99206 0.17311 3.14891  C1 1.094
10 H 1.29677 -0.05119 -1.70065  C4 1.090
11 H -1.00886 -2.14676 -1.51443  C5 1.088
12 H 0.23014 -1.94819 -2.87244  C5 1.090

Computed properties:
Structure (SMILES): CC#C[C@H]1CO1
Kohn-Sham gap in hartree: 0.3868
HOMO in Ha: -0.3499

---

Number 1: DFT total energy -269.27911 Ha. Number 2: DFT total energy -269.24871 Ha.